[1]
83
Properties=species:S:1:pos:R:3:mulliken_spin:R:1 method="wB97M-V/def2-TZVPD" multiplicity=6 s2=8.761 charge=0 lumo_energy_ev="-0.4 / -1.1" gap_ev="7.802 / 7.086" relative_energy_kcal_mol=13.5
Fe -0.30 -0.38 0.62 4.20
Cl -6.02 0.41 -3.49 0.00
C -4.67 0.59 -2.41 0.02
C -4.81 1.37 -1.26 -0.01
C -3.76 1.52 -0.39 0.03
C -2.53 0.87 -0.62 0.01
O -1.56 1.01 0.24 0.16
C -2.40 0.11 -1.81 0.00
C -1.12 -0.42 -2.21 0.02
N -0.08 -0.53 -1.47 0.07
C 1.15 -0.79 -2.13 -0.01
C 1.44 -1.98 -2.73 0.02
C 2.65 -2.16 -3.42 0.00
C 3.55 -1.13 -3.53 0.01
C 3.29 0.11 -2.90 0.00
C 4.19 1.20 -2.93 0.00
C 3.88 2.34 -2.26 0.00
C 2.67 2.40 -1.54 0.00
N 1.80 1.42 -1.49 0.00
C 2.09 0.29 -2.18 0.00
C -3.48 -0.01 -2.69 -0.02
H -5.76 1.85 -1.06 0.00
H -3.85 2.13 0.50 0.00
H -1.02 -0.66 -3.27 0.01
H 0.73 -2.80 -2.65 0.00
H 2.86 -3.11 -3.88 0.00
H 4.48 -1.27 -4.07 0.00
H 5.12 1.10 -3.48 0.00
H 4.55 3.19 -2.26 0.00
H 2.41 3.30 -0.98 0.00
H -3.36 -0.59 -3.60 0.00
O 0.28 -3.96 1.97 0.02
C 0.11 -2.77 2.08 0.01
O 0.74 -1.86 1.36 0.10
C -0.81 -2.22 3.18 0.02
C -0.35 -0.84 3.67 -0.01
C -1.06 -0.43 4.95 0.00
C -2.47 -0.06 4.43 0.00
C -2.34 -0.37 2.95 0.01
O -0.96 0.04 2.68 0.07
C -2.28 -1.89 2.72 0.00
C -2.61 -2.16 1.26 0.00
O -3.66 -2.68 0.95 0.02
O -1.72 -1.73 0.41 0.20
H -0.82 -2.95 3.98 0.00
H 0.72 -0.68 3.66 -0.01
H -1.07 -1.23 5.69 0.00
H -0.57 0.43 5.40 0.00
H -3.27 -0.65 4.88 0.00
H -2.69 1.00 4.59 0.00
H -3.00 0.18 2.28 0.00
H -3.01 -2.41 3.33 0.00
C 2.21 3.21 2.36 0.00
C 3.40 2.38 1.89 0.01
C 4.64 2.73 2.71 0.00
Sb 2.71 0.31 1.74 0.01
C 4.09 -0.53 0.29 0.00
C 5.48 0.11 0.25 0.00
C 4.15 -2.05 0.38 0.01
C 3.44 -0.59 3.60 0.01
C 2.85 -1.98 3.86 0.01
C 4.96 -0.69 3.72 0.00
H 2.41 4.28 2.27 0.00
H 1.99 3.01 3.41 0.00
H 1.30 2.99 1.79 0.00
H 3.61 2.64 0.84 0.00
H 4.50 2.47 3.76 0.00
H 4.82 3.80 2.66 0.00
H 5.54 2.23 2.35 0.00
H 3.60 -0.28 -0.65 0.00
H 6.05 -0.08 1.16 0.00
H 5.43 1.19 0.11 0.00
H 6.05 -0.31 -0.59 0.00
H 4.69 -2.38 1.27 0.00
H 4.68 -2.45 -0.49 0.00
H 3.15 -2.49 0.41 0.00
H 3.07 0.09 4.36 0.00
H 3.15 -2.69 3.09 0.00
H 1.77 -2.00 3.90 0.00
H 3.22 -2.36 4.81 0.00
H 5.36 -1.43 3.02 0.00
H 5.22 -1.04 4.73 0.00
H 5.48 0.24 3.56 0.00

[2]
88
Properties=species:S:1:pos:R:3:mulliken_spin:R:1 method="wB97M-V/def2-TZVPD" multiplicity=5 s2=6.092 charge=+1 lumo_energy_ev="-3.3 / -4.5" gap_ev="6.733 / 6.557" relative_energy_kcal_mol=63.0
Rh -0.18 0.23 0.39 1.64
C 5.07 -0.12 0.69 0.14
C 4.45 0.96 1.31 -0.06
C 3.40 1.62 0.69 0.16
C 2.97 1.20 -0.59 -0.02
C 3.63 0.13 -1.21 0.12
C 4.66 -0.53 -0.57 -0.06
N 1.97 1.80 -1.34 0.59
N 1.14 2.61 -0.66 0.22
C -1.29 2.66 -1.22 0.08
C -2.39 3.43 -1.62 -0.03
C -3.69 2.96 -1.45 0.03
C -3.90 1.72 -0.88 -0.01
C -2.81 0.95 -0.52 -0.06
C -1.50 1.38 -0.70 0.12
H 5.89 -0.62 1.19 0.00
H 4.79 1.30 2.27 0.00
H 2.96 2.50 1.15 0.01
H 3.31 -0.16 -2.20 0.01
H 5.16 -1.35 -1.06 0.00
H -2.23 4.40 -2.06 0.00
H -4.52 3.58 -1.76 0.00
H -4.90 1.35 -0.71 0.00
H -2.98 -0.02 -0.07 0.01
C -0.52 0.29 4.80 0.02
C -0.61 1.67 4.99 0.01
C -0.41 2.53 3.93 0.01
C -0.11 2.00 2.67 -0.10
C -0.09 0.61 2.46 0.33
C -0.27 -0.23 3.54 -0.06
C 0.28 2.83 1.52 0.01
C 0.28 4.26 1.49 0.18
C 0.22 5.06 0.38 -0.05
C 0.14 4.74 -1.00 0.32
C 0.18 5.77 -1.93 -0.10
C 0.27 5.53 -3.29 0.28
C 0.38 4.19 -3.78 -0.04
C 0.36 3.14 -2.94 0.23
C 0.10 3.30 -1.46 -0.04
N 0.65 2.07 0.52 -0.03
H -0.64 -0.37 5.65 0.00
H -0.83 2.07 5.97 0.00
H -0.47 3.60 4.08 0.00
H -0.20 -1.31 3.42 0.02
H 0.26 4.75 2.45 0.00
H 0.22 6.12 0.59 0.00
H 0.17 6.79 -1.57 0.01
H 0.30 6.35 -3.98 0.01
H 0.50 4.03 -4.84 0.00
H 0.44 2.13 -3.29 0.01
C -2.10 -4.43 0.81 0.00
C -2.27 -2.93 0.58 -0.01
C -3.49 -2.74 -0.33 0.00
C -2.53 -2.27 1.93 0.01
P -0.74 -2.09 -0.12 0.09
C 0.72 -2.94 0.59 -0.09
C 0.99 -4.31 0.44 -0.01
C 2.14 -4.87 0.95 0.00
C 3.06 -4.09 1.64 0.00
C 2.82 -2.74 1.81 0.02
C 1.66 -2.18 1.28 0.03
C -0.56 -2.33 -1.98 -0.04
C 0.85 -1.81 -2.31 0.03
C -1.56 -1.48 -2.76 0.01
C -0.68 -3.79 -2.44 0.00
H -3.05 -4.82 1.20 0.00
H -1.33 -4.65 1.55 0.00
H -1.88 -4.98 -0.10 0.00
H -4.37 -3.10 0.22 0.00
H -3.42 -3.33 -1.24 0.00
H -3.69 -1.71 -0.61 0.00
H -3.43 -2.72 2.37 0.00
H -2.68 -1.20 1.86 0.00
H -1.71 -2.46 2.62 0.00
H 0.30 -4.95 -0.08 0.00
H 2.32 -5.93 0.82 0.00
H 3.96 -4.53 2.04 0.00
H 3.52 -2.11 2.33 0.00
H 1.51 -1.11 1.45 0.08
H 0.95 -0.75 -2.07 0.02
H 1.00 -1.91 -3.39 0.00
H 1.64 -2.36 -1.80 0.00
H -1.51 -0.43 -2.50 -0.01
H -2.59 -1.82 -2.65 0.00
H -1.31 -1.56 -3.82 0.00
H 0.10 -4.42 -2.04 0.00
H -0.59 -3.80 -3.52 0.00
H -1.65 -4.22 -2.19 0.00

[3]
12
Properties=species:S:1:pos:R:3:lowdin_charge:R:1 method="wB97M-V/def2-TZVPD" multiplicity=1 charge=0 lumo_energy_ev=-1.7 gap_ev=7.434 relative_energy_kcal_mol=87.2
H -0.58 2.62 -1.62 0.03
N 0.23 2.33 -1.13 0.15
C 0.22 1.25 -0.34 -0.54
N 1.42 0.63 -0.17 0.13
C 1.45 -0.53 0.40 -0.04
C 0.32 -1.55 0.72 -0.09
N -0.91 -1.46 0.53 0.06
C -1.52 -0.37 -0.03 -0.13
N -1.04 0.91 -0.08 0.11
H 2.38 -1.03 0.61 0.09
H 0.71 -2.49 1.11 0.11
H -2.67 -0.31 0.00 0.13

[4]
19
Properties=species:S:1:pos:R:3:lowdin_charge:R:1 method="wB97M-V/def2-TZVPD" multiplicity=1 charge=0 lumo_energy_ev=0.8 gap_ev=10.497 relative_energy_kcal_mol=44.5
C 1.04 1.55 -0.82 0.06
C 0.26 0.58 -0.38 -0.20
C -1.20 0.43 -0.48 -0.46
C -1.92 0.57 0.86 -0.03
O -1.62 -0.67 -1.22 -0.03
C 0.91 -0.67 0.50 -0.39
N 2.34 -0.66 0.35 0.05
O 0.33 -1.94 0.24 -0.04
H 2.10 1.54 -0.62 0.06
H 0.63 2.37 -1.38 0.06
H -1.46 1.39 -1.16 0.18
H -2.99 0.66 0.69 0.08
H -1.74 -0.32 1.47 0.08
H -1.56 1.45 1.39 0.09
H -1.63 -1.44 -0.64 0.09
H 0.68 -0.48 1.56 0.14
H 2.78 -1.35 0.94 0.08
H 2.60 -0.83 -0.62 0.08
H 0.48 -2.16 -0.69 0.10

[5]
85
Properties=species:S:1:pos:R:3:lowdin_charge:R:1 method="wB97M-V/def2-TZVPD" multiplicity=1 charge=0 lumo_energy_ev=-1.0 gap_ev=6.062 relative_energy_kcal_mol=0.0
Y -0.01 0.21 2.04 1.10
C 0.66 5.26 3.11 -0.53
C 1.00 4.18 4.12 -0.48
S 0.12 2.59 4.04 0.88
C -1.60 3.13 4.06 -0.49
C -2.26 3.47 2.72 -0.48
S -1.72 2.53 1.27 0.85
C -0.59 3.65 0.39 -0.47
C 0.89 3.66 0.78 -0.54
S 1.49 5.20 1.51 0.89
H 0.99 6.22 3.52 0.07
H -0.42 5.36 2.97 0.05
H 0.81 4.56 5.12 0.08
H 2.06 3.92 4.06 0.05
H -1.68 3.98 4.74 0.09
H -2.13 2.30 4.52 0.05
H -2.16 4.52 2.46 0.06
H -3.33 3.26 2.80 0.08
H -1.02 4.65 0.44 0.07
H -0.68 3.32 -0.65 0.06
H 1.49 3.55 -0.12 0.07
H 1.17 2.83 1.43 0.02
S -2.30 -0.84 0.60 0.79
C -1.66 -1.81 -0.59 -0.64
N -2.34 -2.19 -1.66 -0.08
C -1.71 -3.04 -2.67 -0.09
C -0.27 -2.63 -2.85 -0.08
N 0.40 -2.67 -1.55 -0.08
C 1.82 -3.02 -1.60 -0.11
C 2.00 -4.49 -1.88 -0.21
C 1.41 -5.45 -1.06 -0.03
C 1.58 -6.80 -1.33 -0.07
C 2.35 -7.21 -2.41 -0.09
C 2.95 -6.26 -3.23 -0.08
C 2.77 -4.90 -2.97 -0.04
C -0.23 -2.33 -0.45 -0.65
S 0.46 -2.45 1.08 0.74
C -3.70 -1.70 -1.95 -0.11
C -3.67 -0.42 -2.75 -0.21
C -3.55 -0.47 -4.14 -0.05
C -3.44 0.69 -4.89 -0.08
C -3.45 1.92 -4.25 -0.08
C -3.59 1.98 -2.87 -0.07
C -3.70 0.82 -2.13 -0.05
H -2.24 -2.91 -3.61 0.12
H -1.78 -4.09 -2.36 0.14
H -0.19 -1.63 -3.27 0.14
H 0.24 -3.35 -3.49 0.14
H 2.27 -2.74 -0.65 0.09
H 2.26 -2.41 -2.39 0.13
H 0.82 -5.13 -0.21 0.10
H 1.12 -7.54 -0.68 0.11
H 2.49 -8.26 -2.61 0.10
H 3.55 -6.57 -4.07 0.10
H 3.23 -4.16 -3.61 0.11
H -4.21 -1.55 -1.00 0.10
H -4.21 -2.49 -2.49 0.13
H -3.57 -1.43 -4.65 0.10
H -3.35 0.64 -5.96 0.10
H -3.35 2.83 -4.83 0.10
H -3.61 2.94 -2.37 0.11
H -3.80 0.88 -1.05 0.08
F -1.74 0.17 4.99 -0.12
C -1.89 -0.17 3.63 -0.42
F -3.08 0.52 3.24 -0.17
H -2.20 -1.22 3.66 0.06
C 1.82 -0.52 3.44 -0.25
C 2.70 0.42 2.73 -0.40
C 3.21 1.59 3.34 -0.10
C 3.93 2.53 2.62 -0.11
C 4.16 2.36 1.26 -0.10
C 3.67 1.23 0.63 -0.08
C 2.95 0.28 1.35 -0.11
H 1.77 -0.34 4.51 0.04
H 2.06 -1.56 3.23 0.02
H 3.05 1.73 4.40 0.11
H 4.32 3.40 3.12 0.10
H 4.72 3.10 0.70 0.10
H 3.83 1.07 -0.43 0.11
H 2.61 -0.62 0.84 0.07
F 1.73 -0.07 -1.81 0.15
B 0.66 0.79 -1.61 -1.24
F 0.39 0.80 -0.15 -0.06
F 0.95 2.09 -1.98 0.17
F -0.49 0.31 -2.22 0.15

[6]
38
Properties=species:S:1:pos:R:3:lowdin_charge:R:1 method="wB97M-V/def2-TZVPD" multiplicity=1 charge=0 lumo_energy_ev=-2.7 gap_ev=2.780
C -2.33 -0.66 -1.76 -0.06
C -1.14 0.20 -1.87 0.04
C 0.20 -0.17 -1.80 -0.12
C 1.20 0.87 -1.79 -0.18
C 0.82 2.31 -1.75 -0.04
C 2.53 0.54 -1.76 0.00
C 2.96 -0.78 -1.74 -0.23
C 4.41 -1.10 -1.74 -0.03
C 2.01 -1.80 -1.73 0.01
C 0.66 -1.54 -1.75 -0.14
C -0.26 -2.72 -1.74 -0.03
H -3.25 -0.06 -1.72 0.09
H -2.42 -1.32 -2.62 0.09
H -2.30 -1.25 -0.85 0.05
H -1.34 1.25 -1.99 0.11
H 1.70 2.95 -1.71 0.09
H 0.25 2.60 -2.64 0.09
H 0.21 2.53 -0.87 0.10
H 3.27 1.32 -1.75 0.12
H 4.58 -2.18 -1.74 0.08
H 4.90 -0.69 -2.63 0.09
H 4.90 -0.68 -0.86 0.10
H 2.35 -2.82 -1.71 0.12
H 0.29 -3.66 -1.75 0.09
H -0.88 -2.73 -0.84 0.09
H -0.90 -2.72 -2.62 0.09
S -2.55 -1.47 2.27 0.48
C -2.18 -0.09 3.12 -0.86
C -3.06 1.00 3.14 -0.15
C -2.74 2.14 3.85 -0.12
C -1.54 2.21 4.54 -0.13
C -0.66 1.14 4.53 -0.12
C -0.97 0.00 3.83 -0.15
H -3.98 0.93 2.60 0.08
H -3.42 2.97 3.85 0.09
H -1.30 3.11 5.09 0.09
H 0.27 1.21 5.07 0.09
H -0.29 -0.84 3.82 0.08

[7]
13
Properties=species:S:1:pos:R:3:lowdin_charge:R:1 method="wB97M-V/def2-TZVPD" multiplicity=1 charge=0 lumo_energy_ev=0.6 gap_ev=10.656 relative_energy_kcal_mol=122.1
O -1.49 1.49 -0.97 0.01
C -1.09 2.06 0.08 -0.13
C -0.18 1.27 1.07 -0.11
O 0.08 -0.22 1.08 -0.06
C 0.77 -0.41 -0.22 -0.47
O 1.55 0.42 -0.52 0.14
N 0.38 -1.63 -0.75 0.01
O -0.02 -2.54 0.18 -0.04
H -1.22 3.15 0.10 0.12
H -0.70 1.32 2.06 0.14
H 0.88 1.32 1.11 0.10
H 1.04 -2.08 -1.25 0.10
H -0.68 -3.05 -0.47 0.19

[8]
120
Properties=species:S:1:pos:R:3:lowdin_charge:R:1 method="wB97M-V/def2-TZVPD" multiplicity=1 charge=0 lumo_energy_ev=-1.1 gap_ev=7.664 relative_energy_kcal_mol=21.3
C -5.95 1.87 -2.33 -0.06
C -5.00 1.56 -3.52 -0.27
O -4.81 0.14 -3.53 -0.18
C -3.73 -0.25 -4.40 -0.21
C -2.80 -1.20 -3.61 -0.16
C -1.39 -0.64 -3.32 -0.21
C -1.39 0.83 -2.82 -0.19
C 0.04 1.19 -2.28 -0.12
C 0.07 1.73 -0.85 -0.12
C -0.12 1.05 0.28 -0.20
P -0.51 -0.74 0.29 0.81
N -2.03 -0.96 -0.13 -0.28
C 0.02 1.81 1.59 -0.33
O 0.55 1.35 2.53 0.15
C -0.55 3.21 1.55 -0.18
F -1.18 3.75 2.58 0.12
C -0.39 3.91 0.44 -0.08
C -0.99 5.30 0.38 -0.11
C -2.37 5.36 -0.34 -0.17
C -3.42 4.32 0.15 -0.19
C -4.42 4.85 1.22 -0.19
C -4.45 4.07 2.56 -0.20
C -4.52 2.51 2.44 -0.19
C -3.60 1.83 3.50 -0.21
C -4.15 0.42 3.91 -0.19
C -3.10 -0.26 4.85 -0.19
C -2.28 -1.38 4.15 -0.19
C -1.93 -2.56 5.10 -0.23
O -0.66 -3.17 4.88 -0.21
C -0.51 -3.64 3.54 -0.12
C 0.35 3.24 -0.69 -0.29
O 1.11 3.80 -1.39 0.17
H -6.50 0.95 -2.11 0.08
H -6.62 2.68 -2.65 0.07
H -5.37 2.12 -1.43 0.05
H -5.48 1.82 -4.48 0.12
H -4.03 2.06 -3.39 0.10
H -4.20 -0.84 -5.21 0.12
H -3.20 0.61 -4.83 0.11
H -3.26 -1.53 -2.67 0.11
H -2.65 -2.13 -4.20 0.11
H -0.74 -0.71 -4.21 0.12
H -0.91 -1.24 -2.53 0.07
H -1.57 1.47 -3.70 0.10
H -2.19 1.05 -2.09 0.10
H 0.73 0.34 -2.34 0.11
H 0.45 1.98 -2.93 0.11
H -0.40 -1.24 1.61 -0.01
H 0.31 -1.45 -0.63 0.00
H -2.48 -0.08 -0.33 -0.04
H -1.03 5.78 1.36 0.12
H -0.30 5.91 -0.23 0.12
H -2.76 6.38 -0.25 0.11
H -2.24 5.20 -1.42 0.11
H -4.03 4.09 -0.75 0.09
H -2.96 3.36 0.42 0.09
H -4.13 5.89 1.46 0.10
H -5.43 4.94 0.77 0.11
H -3.63 4.43 3.20 0.10
H -5.38 4.38 3.07 0.11
H -5.55 2.21 2.73 0.11
H -4.36 2.13 1.42 0.10
H -3.61 2.43 4.42 0.12
H -2.58 1.65 3.13 0.09
H -5.12 0.51 4.43 0.11
H -4.24 -0.18 2.99 0.10
H -2.36 0.48 5.21 0.11
H -3.57 -0.69 5.75 0.10
H -1.33 -0.96 3.78 0.10
H -2.81 -1.80 3.27 0.10
H -1.90 -2.16 6.12 0.12
H -2.70 -3.37 5.10 0.13
H 0.29 -3.02 3.08 0.08
H -0.12 -4.67 3.48 0.08
H -1.43 -3.63 2.94 0.09
C 4.93 -2.35 -5.00 -0.07
C 3.65 -1.67 -4.58 -0.28
O 2.51 -2.52 -4.60 -0.16
C 2.57 -3.65 -3.75 -0.28
C 2.71 -3.31 -2.28 -0.08
H 4.82 -2.79 -5.99 0.08
H 5.75 -1.63 -5.03 0.06
H 5.22 -3.15 -4.31 0.07
H 3.43 -0.86 -5.28 0.11
H 3.76 -1.20 -3.59 0.11
H 3.36 -4.33 -4.08 0.11
H 1.62 -4.18 -3.90 0.12
H 3.66 -2.80 -2.08 0.07
H 2.68 -4.21 -1.67 0.08
H 1.91 -2.64 -1.96 0.05
C 5.58 2.62 -7.51 -0.08
C 4.95 2.38 -6.16 -0.28
O 5.53 1.30 -5.44 -0.18
C 6.91 1.42 -5.13 -0.28
C 7.24 2.63 -4.27 -0.08
H 5.54 1.71 -8.12 0.08
H 5.05 3.41 -8.04 0.08
H 6.62 2.92 -7.43 0.07
H 3.90 2.11 -6.29 0.12
H 4.96 3.29 -5.55 0.11
H 7.50 1.42 -6.05 0.11
H 7.18 0.51 -4.59 0.11
H 7.02 3.56 -4.78 0.07
H 8.30 2.63 -4.02 0.08
H 6.66 2.61 -3.35 0.08
C 2.29 -5.11 5.59 -0.08
C 1.48 -5.30 6.87 -0.28
O 1.91 -6.40 7.65 -0.16
C 3.24 -6.36 8.12 -0.29
C 3.54 -5.17 9.01 -0.08
H 2.27 -6.02 4.99 0.08
H 1.87 -4.29 5.01 0.06
H 3.33 -4.88 5.80 0.07
H 0.44 -5.49 6.60 0.12
H 1.48 -4.38 7.47 0.11
H 3.94 -6.41 7.28 0.11
H 3.39 -7.28 8.70 0.12
H 3.44 -4.23 8.47 0.06
H 4.56 -5.23 9.40 0.08
H 2.85 -5.14 9.86 0.08

Look up the charge of the second one.
+1

Repeat the seventh record exactly.
13
Properties=species:S:1:pos:R:3:lowdin_charge:R:1 method="wB97M-V/def2-TZVPD" multiplicity=1 charge=0 lumo_energy_ev=0.6 gap_ev=10.656 relative_energy_kcal_mol=122.1
O -1.49 1.49 -0.97 0.01
C -1.09 2.06 0.08 -0.13
C -0.18 1.27 1.07 -0.11
O 0.08 -0.22 1.08 -0.06
C 0.77 -0.41 -0.22 -0.47
O 1.55 0.42 -0.52 0.14
N 0.38 -1.63 -0.75 0.01
O -0.02 -2.54 0.18 -0.04
H -1.22 3.15 0.10 0.12
H -0.70 1.32 2.06 0.14
H 0.88 1.32 1.11 0.10
H 1.04 -2.08 -1.25 0.10
H -0.68 -3.05 -0.47 0.19